(1)
Computed, not measured: a cluster of 7 separate species, C15H42ClO10 in total in a non-equilibrium geometry, with the ωB97M-V functional and the def2-TZVPD basis.

Output
E_LUMO: 2.3661 eV
E_tot: -1809.00166 Ha
Max |F|: 0.06748 Eh/bohr
Relative energy (zero: lowest compared OMol25 entry of this formula, charge and spin): 376.1 kJ/mol

ORCA input file:
```
! wB97M-V def2-TZVPD RIJCOSX def2/J DEFGRID3
* xyz -1 1
Cl 0.975 1.659 0.294
O 1.442 2.805 -0.366
O -0.440 1.789 0.528
O 1.206 0.535 -0.499
O 1.752 1.576 1.565
O 5.791 4.570 -2.606
H 5.125 4.136 -2.074
H 5.294 5.122 -3.210
C -2.237 -0.433 4.756
C -2.610 -1.660 3.891
C -3.821 -1.727 2.935
O -1.546 -1.991 3.031
H -1.321 -0.758 5.249
H -2.822 -0.075 5.604
H -2.128 0.359 4.016
H -2.837 -2.515 4.527
H -3.790 -2.442 2.114
H -3.803 -0.739 2.475
H -4.805 -1.779 3.402
H -1.325 -1.173 2.581
C -0.437 5.990 4.182
C 1.068 6.206 4.600
C 1.447 7.379 5.515
O 1.639 5.143 5.247
H -0.320 5.434 3.251
H -0.937 6.942 3.998
H -0.968 5.361 4.897
H 1.783 6.359 3.792
H 0.960 8.186 4.967
H 2.515 7.430 5.725
H 0.973 7.293 6.493
H 1.637 4.434 4.600
C -0.435 -2.915 -5.052
C -0.016 -4.375 -4.846
C -1.056 -5.437 -4.531
O 0.505 -4.704 -6.178
H -0.666 -2.568 -4.045
H -1.262 -2.660 -5.715
H 0.360 -2.265 -5.415
H 0.755 -4.380 -4.076
H -1.889 -5.332 -5.226
H -1.554 -5.246 -3.580
H -0.772 -6.484 -4.633
H 1.355 -4.295 -6.357
C -5.467 -1.624 -3.992
C -5.720 -0.158 -3.474
C -4.533 0.781 -3.532
O -6.894 0.379 -4.006
H -6.269 -2.320 -3.747
H -4.632 -2.098 -3.476
H -5.249 -1.739 -5.054
H -5.920 -0.417 -2.434
H -3.650 0.279 -3.136
H -4.543 1.724 -2.985
H -4.243 0.961 -4.568
H -6.649 0.934 -4.750
C 5.417 -2.540 1.884
C 6.365 -2.164 0.828
C 6.347 -3.123 -0.345
O 5.888 -0.918 0.415
H 4.382 -2.620 1.550
H 5.372 -1.768 2.651
H 5.798 -3.454 2.338
H 7.388 -1.986 1.158
H 5.300 -3.156 -0.650
H 6.769 -4.091 -0.074
H 6.970 -2.783 -1.172
H 4.990 -0.859 0.748
*
```



(2)
Computed, not measured: a structure of composition C15H43O7S6 in a non-equilibrium geometry, with the ωB97M-V functional and the def2-TZVPD basis.

Output
E_LUMO: 1.7661 eV
E_tot: -3511.97234 Ha
Max |F|: 0.18063 Eh/bohr
Relative energy (zero: lowest compared OMol25 entry of this formula, charge and spin): 2449.2 kJ/mol

ORCA input file:
```
! wB97M-V def2-TZVPD RIJCOSX def2/J DEFGRID3
* xyz -1 1
C -0.219 0.263 0.453
C 0.670 0.750 -0.719
C 1.056 -0.373 -1.542
O 0.381 1.938 -1.442
H 0.363 -0.263 1.209
H -0.997 -0.392 0.060
H -0.634 0.893 1.239
H 1.663 0.707 -0.271
H 1.044 -1.357 -1.074
H 2.030 -0.398 -2.030
H 0.471 -0.389 -2.462
C 5.402 0.696 1.709
S 3.683 1.112 1.138
O 3.753 2.606 1.043
C 3.878 0.678 -0.614
H 5.486 -0.388 1.788
H 5.596 1.273 2.613
H 6.002 0.871 0.816
H 4.718 1.266 -0.984
H 2.986 1.078 -1.097
H 4.136 -0.342 -0.899
C -2.389 0.459 0.787
S -3.949 -0.303 0.316
O -3.717 -1.111 -0.964
C -3.919 -1.561 1.710
H -1.619 -0.306 0.893
H -2.397 0.948 1.761
H -1.984 1.091 -0.003
H -3.717 -1.037 2.644
H -3.334 -2.472 1.585
H -4.936 -1.952 1.716
C -0.493 -2.481 -0.441
S -1.472 -3.005 1.089
O -2.090 -4.354 0.726
C -0.090 -3.452 2.222
H -0.219 -3.360 -1.025
H 0.383 -2.052 0.046
H -0.904 -1.737 -1.123
H 0.580 -2.608 2.384
H 0.289 -4.359 1.751
H -0.363 -3.805 3.216
C -4.214 1.867 -2.532
S -2.661 1.234 -3.213
O -1.813 2.442 -3.763
C -1.741 0.714 -1.668
H -4.829 2.098 -3.402
H -4.051 2.751 -1.917
H -4.694 1.074 -1.959
H -2.423 -0.029 -1.253
H -1.635 1.568 -0.999
H -0.762 0.297 -1.904
C 1.080 1.802 -4.276
S 2.306 2.851 -3.476
O 1.541 3.732 -2.499
C 3.108 1.567 -2.353
H 0.578 2.486 -4.960
H 0.309 1.473 -3.579
H 1.541 0.975 -4.817
H 3.577 0.840 -3.015
H 2.459 1.049 -1.646
H 3.782 2.188 -1.763
C -0.950 -0.467 5.022
S -0.911 -1.670 3.667
O -2.293 -1.710 3.043
C -0.011 -0.595 2.516
H 0.053 -0.049 4.934
H -1.198 -0.728 6.051
H -1.658 0.337 4.823
H 0.191 -1.077 1.559
H 0.857 -0.041 2.872
H -0.667 0.244 2.283
*
```



(3)
Computed, not measured: a cluster of 12 separate species, C15H44BO19 in total in a non-equilibrium geometry, with the ωB97M-V functional and the def2-TZVPD basis.

Output
E_LUMO: 1.8580 eV
E_tot: -2052.62670 Ha
Max |F|: 0.03496 Eh/bohr

ORCA input file:
```
! wB97M-V def2-TZVPD RIJCOSX def2/J DEFGRID3
* xyz -1 1
O 1.344 2.839 1.296
C 0.560 2.133 0.737
O 0.446 0.825 0.858
B -0.652 0.335 -0.001
O -1.198 1.540 -0.656
C -0.525 2.600 -0.254
O -0.670 3.709 -0.685
O -1.683 -0.376 0.776
C -1.785 -1.628 0.345
O -2.495 -2.467 0.810
C -0.843 -1.779 -0.841
O -0.138 -0.668 -0.973
O -0.678 -2.793 -1.457
C -4.682 1.025 -0.298
O -5.464 0.170 -1.112
H -5.051 2.020 -0.052
H -4.331 0.510 0.609
H -3.726 1.183 -0.809
H -6.377 0.235 -0.820
C 0.826 -4.093 3.835
C -0.565 -3.599 3.506
O -1.063 -4.323 2.397
H 1.505 -3.837 3.014
H 0.856 -5.177 3.917
H 1.232 -3.576 4.706
H -0.586 -2.518 3.328
H -1.229 -3.738 4.375
H -1.645 -3.750 1.877
C -1.788 0.351 -3.628
C -2.118 0.769 -5.040
O -3.244 1.659 -5.100
H -1.563 1.173 -2.955
H -0.979 -0.379 -3.566
H -2.664 -0.201 -3.263
H -2.298 -0.055 -5.729
H -1.294 1.356 -5.467
H -3.383 2.039 -4.228
C 4.360 -2.298 -0.744
C 2.880 -2.012 -0.624
O 2.292 -2.125 -1.900
H 4.552 -3.347 -0.967
H 4.858 -2.093 0.210
H 4.870 -1.642 -1.450
H 2.717 -1.014 -0.189
H 2.395 -2.656 0.125
H 1.343 -1.955 -1.835
C 0.466 0.091 4.254
C 1.954 -0.017 3.882
O 2.189 -0.549 2.609
H 0.140 1.114 4.443
H 0.194 -0.561 5.084
H -0.170 -0.232 3.424
H 2.472 -0.598 4.651
H 2.426 0.969 4.014
H 1.510 -0.222 1.997
C 3.114 2.853 -2.187
C 3.642 1.754 -1.300
O 5.060 1.593 -1.429
H 2.022 2.806 -2.144
H 3.376 2.665 -3.229
H 3.446 3.830 -1.847
H 3.130 0.800 -1.471
H 3.463 2.019 -0.249
H 5.400 1.241 -0.604
O 1.790 -5.216 -2.514
H 1.170 -4.618 -2.077
H 2.631 -5.038 -2.083
O -1.107 6.590 -0.712
H -1.546 5.731 -0.698
H -0.883 6.727 -1.636
O -3.459 4.232 -0.094
H -2.513 4.079 0.046
H -3.754 4.701 0.694
O -4.468 -4.333 -0.840
H -3.796 -3.852 -0.341
H -4.026 -4.579 -1.659
O 1.299 4.932 3.230
H 1.377 4.180 2.616
H 1.139 4.532 4.090
*
```



(4)
Computed, not measured: a cluster of 9 separate species, C15H44N3O16S2 in total in a non-equilibrium geometry, with the ωB97M-V functional and the def2-TZVPD basis.

Output
E_LUMO: 2.1513 eV
E_tot: -2762.09635 Ha
Max |F|: 0.03159 Eh/bohr

ORCA input file:
```
! wB97M-V def2-TZVPD RIJCOSX def2/J DEFGRID3
* xyz -1 1
C -0.872 0.835 -0.138
C 0.139 0.467 -1.219
C 1.255 -0.402 -0.630
O -0.411 -0.047 -2.360
H -1.676 1.459 -0.539
H -0.358 1.310 0.698
H -1.457 -0.052 0.147
H 0.625 1.430 -1.511
H 2.035 -0.594 -1.362
H 0.908 -1.307 -0.124
H 1.730 0.182 0.181
C -0.333 1.779 -5.867
O 0.021 0.529 -5.304
H 0.462 2.077 -6.559
H -1.279 1.698 -6.409
H -0.400 2.587 -5.132
H -0.336 0.531 -4.400
C -3.586 1.143 -2.484
O -2.586 1.116 -3.484
H -3.670 0.157 -2.012
H -3.319 1.882 -1.722
H -4.527 1.399 -2.968
H -1.748 0.793 -3.054
C -1.312 -3.737 -1.472
O -0.655 -3.002 -2.473
H -2.251 -3.250 -1.173
H -1.579 -4.724 -1.852
H -0.654 -3.868 -0.602
H -0.633 -2.067 -2.205
O 6.672 -0.489 -1.208
S 5.295 -0.186 -1.392
O 4.595 -0.456 -2.589
O 4.473 -0.931 -0.240
C 5.183 -1.348 0.938
C 4.283 -1.281 2.147
C 4.960 1.472 -0.903
H 6.088 -0.757 1.092
H 5.526 -2.373 0.793
H 3.636 -0.404 2.222
H 4.848 -1.306 3.079
H 3.580 -2.114 2.106
H 5.371 2.176 -1.620
H 5.364 1.654 0.091
H 3.877 1.547 -0.832
O -2.997 -1.369 5.244
S -3.358 -2.278 4.221
O -4.737 -2.506 3.928
O -2.626 -1.756 2.906
C -2.792 -2.455 1.643
C -4.181 -2.326 1.042
C -2.518 -3.836 4.470
H -2.459 -3.481 1.809
H -2.085 -1.995 0.954
H -4.136 -2.551 -0.024
H -4.541 -1.318 1.232
H -4.859 -3.075 1.448
H -3.050 -4.547 3.844
H -2.610 -4.078 5.523
H -1.497 -3.675 4.136
C -1.323 3.925 1.371
N -1.627 3.450 2.751
O -2.754 3.641 3.152
O -0.742 2.923 3.401
H -1.617 4.973 1.403
H -1.942 3.357 0.689
H -0.265 3.894 1.147
C 0.042 -0.092 3.145
N 0.484 -1.464 3.477
O 1.108 -2.066 2.622
O 0.260 -1.882 4.595
H 0.151 0.527 4.031
H -1.030 -0.152 2.977
H 0.607 0.277 2.303
C 1.282 3.428 -3.006
N 1.556 4.186 -1.742
O 2.710 4.304 -1.387
O 0.604 4.648 -1.145
H 1.961 2.584 -3.008
H 1.460 4.122 -3.824
H 0.238 3.138 -2.984
*
```



(5)
Computed, not measured: a cluster of 7 separate species, C15H44N6O7 in total in a non-equilibrium geometry, with the ωB97M-V functional and the def2-TZVPD basis.

Output
E_LUMO: 0.1056 eV
E_tot: -1453.22109 Ha
Max |F|: 0.07562 Eh/bohr
Relative energy (zero: lowest compared OMol25 entry of this formula, charge and spin): 117.3 kJ/mol

ORCA input file:
```
! wB97M-V def2-TZVPD RIJCOSX def2/J DEFGRID3
* xyz 0 1
N 1.989 -4.356 19.959
C 2.533 -5.080 18.873
N 3.190 -4.313 17.896
O 2.434 -6.311 18.865
H 1.537 -3.427 19.896
H 1.390 -4.933 20.530
H 3.519 -4.829 17.077
H 2.821 -3.377 17.838
N -1.887 -0.110 13.353
C -0.613 -0.051 13.179
N -0.010 -0.087 11.959
O 0.111 0.122 14.142
H -2.148 -0.244 14.316
H -2.545 -0.011 12.625
H -0.497 -0.047 11.072
H 0.846 0.415 11.949
N -0.736 -2.297 17.270
C 0.151 -1.442 17.650
N 0.283 -0.243 17.089
O 0.830 -1.783 18.658
H -0.958 -2.968 17.979
H -1.247 -2.328 16.419
H 1.152 0.198 17.416
H -0.023 -0.091 16.168
C -1.176 0.544 20.879
C 0.287 0.407 21.271
C 0.537 1.002 22.644
O 0.623 -0.971 21.367
H -1.780 -0.046 21.519
H -1.275 0.104 19.894
H -1.547 1.591 20.887
H 0.961 0.945 20.564
H 0.045 1.965 22.793
H 1.599 1.260 22.768
H 0.237 0.278 23.452
H 0.526 -1.390 20.504
C 4.602 0.055 20.333
C 4.333 0.169 18.852
C 4.210 1.623 18.355
O 5.255 -0.636 18.037
H 5.664 0.279 20.533
H 4.407 -0.986 20.728
H 3.973 0.718 20.904
H 3.368 -0.369 18.760
H 3.833 1.564 17.300
H 5.178 2.063 18.299
H 3.478 2.219 18.878
H 6.133 -0.267 17.962
C 5.123 -0.458 14.389
C 3.638 -0.834 14.354
C 3.370 -2.135 14.949
O 2.935 0.178 15.067
H 5.717 -1.166 13.813
H 5.524 -0.495 15.403
H 5.273 0.548 14.021
H 3.245 -0.813 13.325
H 3.694 -2.165 16.005
H 3.897 -2.996 14.483
H 2.339 -2.311 15.051
H 2.012 0.186 14.809
C -2.473 2.505 14.953
C -2.434 1.971 16.420
C -3.510 2.585 17.288
O -2.584 0.552 16.338
H -1.816 1.898 14.389
H -2.128 3.553 14.890
H -3.474 2.397 14.504
H -1.429 2.096 16.770
H -3.714 1.990 18.217
H -4.476 2.564 16.724
H -3.279 3.587 17.611
H -2.559 0.147 17.206
*
```



(6)
Computed, not measured: a structure of composition C15H45BCoNO9 in a non-equilibrium geometry, with the ωB97M-V functional and the def2-TZVPD basis.

Output
E_LUMO (spin up / spin down): -3.3511 / -4.0834 eV
E_tot: -2737.59783 Ha
Max |F|: 0.09206 Eh/bohr
Relative energy (zero: lowest compared OMol25 entry of this formula, charge and spin): 0.0 kJ/mol

ORCA input file:
```
! wB97M-V def2-TZVPD RIJCOSX def2/J DEFGRID3
* xyz 1 4
Co -0.678 -1.318 2.152
B 0.614 0.003 0.730
H 0.233 -0.954 0.408
H -0.126 0.428 1.390
H 1.578 -0.118 1.200
H 0.733 0.671 -0.110
C 0.674 4.182 2.295
C 0.614 4.052 0.735
O -0.307 3.064 0.337
O 1.497 5.299 2.600
H 1.039 3.278 2.782
H -0.312 4.350 2.727
H 1.579 3.782 0.306
H 0.237 5.001 0.355
H 0.177 2.236 0.346
H 1.026 6.127 2.486
C -3.363 -0.204 1.178
C -2.762 0.840 2.211
O -1.905 0.206 3.138
O -2.317 -1.048 0.703
H -3.756 0.374 0.342
H -4.201 -0.804 1.532
H -3.540 1.339 2.789
H -2.143 1.572 1.692
H -1.719 0.875 3.801
H -2.712 -1.595 0.020
C 1.749 -2.838 3.307
C 1.903 -1.442 3.865
O 0.573 -0.803 3.847
O 0.944 -2.771 2.117
H 1.258 -3.420 4.086
H 2.753 -3.231 3.143
H 2.659 -0.853 3.346
H 2.390 -1.516 4.838
H 0.700 -0.058 4.438
H 1.376 -3.234 1.395
C 1.472 -0.875 -5.026
O 0.538 -1.364 -4.062
C 0.101 -0.339 -3.244
C -1.119 -0.848 -2.460
N -2.302 -0.756 -3.350
C -3.604 -1.168 -2.719
C -3.713 -2.683 -2.344
O -2.974 -2.727 -1.108
C -2.811 -4.065 -0.668
H 0.955 -0.232 -5.739
H 1.839 -1.737 -5.583
H 2.310 -0.332 -4.589
H -0.203 0.552 -3.793
H 0.890 -0.062 -2.545
H -1.275 -0.167 -1.622
H -0.965 -1.842 -2.040
H -2.087 -1.363 -4.128
H -4.360 -0.882 -3.451
H -3.820 -0.622 -1.801
H -3.385 -3.343 -3.146
H -4.739 -2.951 -2.089
H -2.191 -4.642 -1.355
H -3.802 -4.483 -0.489
H -2.257 -3.995 0.268
C 3.037 2.157 -1.585
C 3.849 1.237 -0.636
C 3.772 1.822 0.824
O 3.225 -0.053 -0.691
H 3.277 2.113 -2.647
H 3.306 3.206 -1.464
H 1.957 2.057 -1.476
H 4.852 1.235 -1.062
H 4.444 2.677 0.900
H 4.169 1.016 1.440
H 2.752 2.022 1.153
H 2.398 -0.037 -0.205
*
```